This record from the OMol25 dataset describes a molecular structure, C14H19Br4HoNO2S2 in a non-equilibrium geometry. The level of theory is ωB97M-V/def2-TZVPD.

Summary:
Charge: +1
HOMO level (spin up / spin down) (Ha): -0.3605 / -0.3606
⟨S²⟩: 6.005
Multiplicity: 5
Frontier orbital gap (spin up / spin down) (Eh): 0.253 / 0.254

Last column: Mulliken charge in e.
Cartesian coordinates (Å):
Ho1 0.070 0.089 -0.078  0.24
S1 -1.176 -0.396 -2.479  -0.01
S2 2.260 0.437 1.553  -0.01
C1 -2.916 -0.791 -1.950  -0.96
C2 -0.398 -2.097 -2.555  -0.73
C3 0.252 -2.742 -1.330  -0.64
N1 1.253 -1.830 -0.726  -0.26
C4 1.963 -2.327 0.477  -0.67
C5 2.893 -1.250 1.043  -0.71
H1 0.353 -1.919 -3.340  0.40
H2 -1.209 -2.725 -2.939  0.51
H3 0.768 -3.667 -1.641  0.43
H4 -0.494 -3.013 -0.559  0.39
H5 2.568 -3.202 0.184  0.42
H6 1.218 -2.664 1.221  0.39
H7 3.651 -0.960 0.299  0.38
H8 3.373 -1.602 1.961  0.52
C6 1.535 0.070 3.227  -0.96
H9 1.936 -1.525 -1.440  0.33
H10 0.908 -0.833 3.309  0.32
H11 0.949 0.954 3.517  0.37
H12 2.440 -0.010 3.842  0.43
H13 -3.372 0.154 -1.621  0.37
H14 -3.025 -1.554 -1.162  0.32
H15 -3.357 -1.120 -2.900  0.42
C7 1.450 2.332 -1.758  -0.50
C8 2.126 1.255 -2.191  -0.43
H16 1.824 2.978 -0.967  0.25
H17 0.569 2.713 -2.266  0.25
H18 3.106 1.003 -1.782  0.31
H19 1.827 0.729 -3.100  0.32
Br1 -3.816 5.196 2.313  -0.15
C9 -3.105 3.494 2.021  0.47
C10 -3.612 2.353 2.687  0.26
Br2 -5.029 2.526 3.895  -0.16
C11 -3.090 1.070 2.478  0.01
Br3 -3.707 -0.500 3.326  -0.11
C12 -2.027 0.922 1.576  0.51
O1 -1.482 -0.248 1.328  -0.75
C13 -1.511 2.131 0.889  0.13
O2 -0.524 2.041 0.046  -0.03
C14 -2.051 3.399 1.116  -0.55
Br4 -1.273 4.835 0.156  -0.11